(1)
Computed, not measured: 3 unconnected molecules or ions with the total composition C16H25F16NO3P, with wB97M-V/def2-TZVPD.

Geometry (Å):
N: -0.20400 1.12968 1.72645
C: -1.68129 0.96212 1.70041
C: -2.43800 2.28985 1.73382
C: -3.76838 2.24514 2.53175
C: -5.05812 2.44477 1.72127
P: -6.30773 0.97531 1.80080
C: -5.04134 -0.21828 0.91609
C: -4.43392 -1.26404 1.78522
O: -3.56255 -2.05212 1.46282
H: 0.15382 1.18397 0.77869
H: 0.18136 0.26762 2.09372
H: -1.94481 0.36209 2.57666
H: -1.98175 0.36505 0.83334
H: -1.77115 3.04625 2.16263
H: -2.66108 2.62031 0.71233
H: -3.72337 2.97720 3.34415
H: -3.83675 1.26591 3.02926
H: -4.84878 2.62502 0.66077
H: -5.59661 3.32776 2.08794
H: -6.84964 1.36364 0.47643
H: -7.24783 -0.17414 1.85590
H: -5.79900 0.58861 3.14000
H: -7.34641 1.81300 2.45642
H: -5.63202 -0.76831 0.16966
H: -4.25212 0.30393 0.36062
H: -4.83714 -1.31065 2.81621
C: 4.82258 -0.46932 2.14145
C: 3.31613 -0.67749 1.92804
C: 2.68815 -1.95290 2.49806
F: 3.22382 -3.04849 1.91713
F: 1.36730 -1.93976 2.23732
F: 3.00914 -0.56757 0.62024
F: 2.70646 0.33994 2.59465
O: 5.68089 -0.77610 1.05473
C: 6.24049 -2.00555 0.88114
C: 5.84738 -2.61458 -0.47137
F: 4.51269 -2.76183 -0.55799
F: 6.42244 -3.83350 -0.58314
F: 5.98512 -2.84657 1.89526
F: 7.58728 -1.83802 0.83289
H: 4.93106 0.60744 2.26133
H: 5.16060 -0.92961 3.07010
H: 2.83708 -2.00583 3.57984
H: 6.19618 -1.97181 -1.28172
C: 1.76552 -0.75827 -3.12638
C: 0.67986 -0.13459 -2.23654
C: -0.78457 -0.36923 -2.61778
F: -1.04816 0.16675 -3.83033
F: -1.56687 0.23246 -1.70652
F: 0.91128 1.18620 -2.07924
F: 0.83581 -0.73873 -1.02637
O: 2.40337 0.08890 -4.06867
C: 1.96379 0.22688 -5.35067
C: 1.59918 1.68255 -5.67007
F: 0.61326 2.11144 -4.86635
F: 1.17121 1.74848 -6.95284
F: 0.96031 -0.61062 -5.65412
F: 3.00272 -0.08499 -6.17029
H: 2.56108 -1.02026 -2.42992
H: 1.42127 -1.68702 -3.58177
H: -1.01139 -1.43863 -2.63666
H: 2.47625 2.32053 -5.54678

Summary:
- HOMO level: -3.42 eV
- Kohn-Sham gap: 5.23 eV
- LUMO energy: 1.80 eV
- E: -77395.8454 eV
- F_max: 0.54 eV/Å
- Net charge: -1



(2)
Computed, not measured: a molecular structure, C16H25F9MgO8, with wB97M-V/def2-TZVPD.

Geometry (Å):
Mg: 0.02806 -0.68461 -0.37699
C: 3.55368 -1.15644 -2.36523
C: 3.17253 -0.28992 -1.18079
O: 1.83856 -0.35603 -0.90704
H: 4.61080 -1.16947 -2.65193
H: 3.06537 -0.74965 -3.26512
H: 3.19361 -2.18306 -2.28150
H: 3.50441 0.74726 -1.39722
H: 3.76121 -0.58536 -0.28799
C: -2.43604 -3.69533 -0.29018
C: -2.11051 -2.56599 0.69281
O: -1.70528 -1.38970 0.07064
H: -1.69470 -3.70389 -1.09313
H: -3.39709 -3.53322 -0.78167
H: -2.41003 -4.64779 0.24329
H: -1.29922 -2.93933 1.35596
H: -2.99298 -2.36692 1.32458
C: -1.95192 -0.51297 4.54172
C: -1.00689 -0.25442 3.37385
O: 0.27757 -0.82990 3.69785
C: 0.95332 -1.33139 2.71891
O: 0.68839 -1.19131 1.55907
C: 2.12246 -2.21503 3.20302
F: 3.19444 -1.97333 2.45484
F: 2.43460 -1.97527 4.47757
F: 1.79019 -3.50247 3.08945
H: -2.98716 -0.51179 4.21561
H: -1.84498 0.24679 5.31746
H: -1.65114 -1.45842 4.99320
H: -0.87383 0.81691 3.19899
H: -1.37983 -0.67441 2.43625
C: 0.81539 1.45939 -4.78885
C: -0.24998 2.11371 -3.94965
O: -1.45831 1.31553 -3.93947
C: -1.50075 0.33425 -3.06926
O: -0.62081 0.05403 -2.30839
C: -2.78988 -0.51165 -3.19073
F: -3.63235 -0.17921 -2.20711
F: -3.39935 -0.31817 -4.36115
F: -2.47759 -1.80262 -3.08778
H: 1.73524 2.04451 -4.73205
H: 0.48847 1.37480 -5.82434
H: 1.09459 0.47763 -4.40591
H: -0.55158 3.08760 -4.32359
H: 0.09423 2.23965 -2.92169
C: 2.14385 2.24704 2.37746
C: 1.61566 2.72388 1.02177
O: 0.21631 3.07079 1.15045
C: -0.63867 2.27496 0.58639
O: -0.38877 1.15982 0.22275
C: -2.09269 2.78918 0.62537
F: -2.71742 2.15655 1.62589
F: -2.16490 4.10138 0.85323
F: -2.70785 2.50987 -0.51272
H: 3.07231 1.68925 2.25268
H: 1.38768 1.61625 2.83611
H: 2.40693 3.09389 3.01277
H: 1.75324 1.90120 0.31438
H: 2.11939 3.61293 0.65715

Summary:
- HOMO level: -8.01 eV
- Kohn-Sham gap: 8.19 eV
- LUMO energy: 0.18 eV
- E: -63282.8101 eV
- F_max: 1.43 eV/Å



(3)
Computed, not measured: a single C16H25N3O2 molecule, with wB97M-V/def2-TZVPD.

Geometry (Å):
C: 4.21659 1.78931 0.64955
C: 5.43353 0.96611 0.24017
C: 5.27809 0.24745 -1.10246
C: 4.39958 -1.00522 -1.05901
N: 2.99586 -0.72404 -0.86709
C: 2.35349 -1.09840 0.27703
O: 2.85775 -1.84859 1.09309
N: 1.09579 -0.57513 0.45954
C: 0.37159 0.15869 -0.55789
H: 0.21780 -0.45960 -1.45546
C: -0.98624 0.61252 -0.01680
N: -1.78934 -0.51152 0.40847
C: -3.11567 -0.65486 0.05080
C: -3.66543 -1.91656 -0.17678
C: -5.00109 -2.08282 -0.49988
C: -5.82458 -0.98370 -0.61293
C: -5.30982 0.28314 -0.37412
C: -3.98259 0.46199 -0.02849
O: -3.44271 1.69223 0.27933
C: -4.29462 2.80743 0.31942
H: -4.71539 3.03470 -0.66637
H: -3.66936 3.63983 0.64057
H: -5.10909 2.67013 1.03824
H: -5.97172 1.13179 -0.44339
H: -6.86567 -1.09581 -0.87338
H: -5.38773 -3.07633 -0.67023
H: -3.03682 -2.78931 -0.10977
C: -1.04196 -1.64598 0.90476
H: -1.63282 -2.15293 1.67334
C: 0.26983 -1.15225 1.50218
H: 0.83447 -1.97640 1.94299
H: 0.06999 -0.40878 2.28142
H: -0.81064 -2.37292 0.10922
H: -0.82453 1.30908 0.81602
H: -1.50606 1.15229 -0.80778
H: 0.93249 1.05639 -0.84433
H: 2.60041 -0.01339 -1.45765
H: 4.52044 -1.55726 -1.99963
H: 4.69859 -1.65351 -0.23256
H: 6.26692 -0.06591 -1.44424
H: 4.87938 0.94381 -1.84602
H: 6.29631 1.63379 0.17069
H: 5.64526 0.22888 1.01622
H: 3.37413 1.14931 0.89377
H: 4.45072 2.38396 1.52992
H: 3.92483 2.46842 -0.15050

Summary:
- HOMO level: -7.47 eV
- Kohn-Sham gap: 8.11 eV
- LUMO energy: 0.64 eV
- Structure (SMILES): CCCCNC(=O)N1CCN(c2ccccc2OC)CC1
- E: -25563.1849 eV
- F_max: 0.60 eV/Å